Record 1
Computed, not measured: a structure of composition C8H9BF4GaI2LuO4S at a distorted geometry, with wB97M-V/def2-TZVPD.

Structure (XYZ):
```
31
Properties=species:S:1:pos:R:3:forces:R:3
I 4.296946 0.346851 0.280305 0.261 -0.472 0.363
I 3.529157 2.697779 -0.633763 -1.802 -0.198 -0.013
Ga 0.849870 1.365654 -0.884267 3.933 1.034 -1.809
Lu 0.532678 -1.266611 0.538858 3.206 -2.817 1.021
S 1.309419 -0.500828 -2.077390 -0.052 0.232 1.630
C -1.567441 -0.767878 -0.434164 -5.767 1.271 -2.141
C -1.271660 -1.649414 1.981319 -4.619 -1.166 5.132
C 0.544667 -0.205497 -3.862420 -0.881 0.646 -2.132
C 1.258847 1.010825 -4.446323 0.624 0.045 0.646
C -0.947174 -0.001784 -3.834773 -0.099 -0.411 0.472
C 0.915720 -1.503753 -4.563979 0.540 -0.628 1.137
C -0.319913 0.864825 1.257415 -3.587 4.896 3.702
C -0.939211 2.172257 -1.167450 -8.311 2.664 0.594
O -2.092701 -1.777563 2.780485 3.747 0.543 -3.702
O -2.626917 -0.449054 -0.752897 4.206 -1.399 1.189
O -1.027988 1.635777 1.761688 3.511 -3.689 -2.297
O -2.071543 2.432210 -1.045159 6.664 -1.233 -1.008
H 1.030010 1.091804 -5.519201 0.005 -0.194 0.236
H 2.347933 0.924857 -4.326814 -0.234 0.074 -0.254
H 0.929287 1.955628 -3.986730 -0.023 -0.121 -0.024
H -1.269501 0.090481 -4.878619 -0.053 0.106 0.140
H -1.250070 0.903465 -3.301957 -0.055 0.130 -0.174
H -1.461750 -0.865106 -3.411852 -0.119 -0.008 -0.093
H 0.617464 -1.469482 -5.613830 -0.037 0.345 -0.099
H 0.396626 -2.356495 -4.117628 -0.013 0.012 -0.106
H 1.991835 -1.698069 -4.517067 -0.049 0.023 -0.235
F 1.525308 -1.580910 2.310233 -0.822 0.124 -2.064
B 1.835003 -0.416240 3.690008 0.620 -0.613 3.125
F 1.543559 0.741698 3.006986 -0.323 0.006 -0.995
F 0.872937 -0.849591 4.543725 0.726 0.484 -1.406
F 3.120204 -0.671935 3.967665 -1.199 0.316 -0.837
```
Positions in Å, forces in eV/Å.

## Properties
**HOMO**: -23.07 eV
**E**: -141166.756 eV
**Kohn-Sham gap**: 4.488 eV
**Lowest unoccupied orbital energy**: -18.5865 eV
**Relative energy (zero: lowest compared OMol25 entry of this formula, charge and spin)**: 24.9 kcal/mol
**Largest force on an atom**: 8.75 eV/A
**Total charge**: +4

***

Record 2
Computed, not measured: the molecule C8H9BN2O2 at a distorted geometry, with wB97M-V/def2-TZVPD.

Structure (XYZ):
```
22
Properties=species:S:1:pos:R:3:forces:R:3
H 2.907514 -2.723314 0.675050 0.244 0.255 -0.280
N 1.930600 -2.959385 0.670738 -0.767 -0.739 0.775
C 1.175135 -1.955928 0.530278 0.618 -1.225 -0.430
N -0.202947 -2.087749 0.659370 0.321 -1.158 0.125
C -1.099280 -1.089670 0.221548 -0.706 -1.922 0.101
C -2.474720 -1.419495 0.187758 0.936 0.710 1.180
C -3.392164 -0.368633 -0.017269 -0.094 -1.063 -1.162
C -2.918184 0.891775 -0.457883 -0.512 0.746 0.169
C -1.548108 1.125801 -0.490831 -0.318 1.024 -0.567
C -0.618491 0.132820 -0.179687 -0.018 0.885 -0.185
B 0.890914 0.293952 -0.217430 2.442 1.570 0.795
O 1.596789 1.485150 -0.414126 -2.014 -0.994 -0.578
C 2.988093 1.652990 -0.432191 0.936 -1.800 2.649
O 1.706031 -0.773180 0.173128 -1.005 0.826 -0.192
H -0.456671 -3.104400 0.924232 0.259 2.631 -0.763
H -2.579806 -2.470619 0.533886 -1.175 0.940 -0.426
H -4.478090 -0.597193 -0.030493 0.845 0.292 0.166
H -3.600048 1.747857 -0.779296 0.787 -1.516 0.708
H -1.197121 2.144957 -0.782052 -0.185 -1.057 0.180
H 3.171309 2.699667 -0.472132 0.266 0.792 -0.269
H 3.491535 1.106934 -1.236226 -0.203 0.135 0.032
H 3.430198 1.268581 0.597027 -0.658 0.669 -2.027
```
Positions in Å, forces in eV/Å.

## Properties
**HOMO**: -8.39 eV
**SMILES**: [H]/N=C1/Nc2ccccc2B(OC)O1
**E**: -16195.789 eV
**Kohn-Sham gap**: 8.925 eV
**Lowest unoccupied orbital energy**: 0.5353 eV
**Relative energy (zero: lowest compared OMol25 entry of this formula, charge and spin)**: 9.8 kcal/mol
**Largest force on an atom**: 3.34 eV/A
**Total charge**: 0

***

Record 3
Computed, not measured: the molecule C8H9BrINO at a distorted geometry, with wB97M-V/def2-TZVPD.

Structure (XYZ):
```
21
Properties=species:S:1:pos:R:3:forces:R:3
C 0.507425 1.015121 -1.464462 -0.715 -0.433 2.054
C 0.254847 0.272658 -0.384899 2.346 -3.320 -1.069
C 1.123619 -1.304667 -0.357131 -1.716 3.895 -1.732
Br 2.929838 -0.952552 0.111032 1.367 0.454 0.846
C 0.583279 -2.333379 0.511717 -1.479 -0.794 0.853
C -0.669277 -2.513569 0.999339 0.631 0.752 -1.135
C -1.810022 -1.599961 0.636362 1.911 1.021 0.728
I -3.553998 -2.648085 0.311472 -0.760 -0.205 -0.248
N -1.779302 -0.333662 0.540102 -1.960 -2.354 0.734
C -0.681072 0.500158 0.784501 1.866 2.120 -1.550
C -1.253000 1.971476 0.741842 -3.271 -2.694 -2.164
O -0.324400 2.942930 0.583406 2.246 1.244 3.872
H 0.027971 1.983287 -1.376911 0.414 0.155 -1.048
H 1.220725 0.661997 -2.195029 -0.187 0.413 -0.262
H 1.351270 -1.580398 -1.419475 -1.265 -0.088 0.884
H 1.332837 -3.047905 0.778307 0.179 -0.654 0.267
H -0.903906 -3.435921 1.525990 0.046 0.294 0.060
H -0.030267 0.458466 1.689415 -0.776 -0.848 0.002
H -1.857179 2.008199 1.652090 -0.100 0.546 0.100
H -2.046625 2.003712 -0.161826 1.886 -0.039 1.913
H 0.090182 2.967880 1.544130 -0.662 0.533 -3.104
```
Positions in Å, forces in eV/Å.

## Properties
**HOMO**: -9.26 eV
**SMILES**: C=C1[C@@H](Br)C=CC(I)=N[C@@H]1CO
**E**: -90119.013 eV
**Kohn-Sham gap**: 9.217 eV
**Lowest unoccupied orbital energy**: -0.0434 eV
**Largest force on an atom**: 4.76 eV/A
**Total charge**: 0